# C4H14NOP2Si

The ion C4H14NOP2Si with charge +1 at a distorted geometry (the ωB97M-V functional and the def2-TZVPD basis, the OMol25 dataset).

Calculated values
**Orbital gap**: 9.42 eV
**Charge**: +1
**Maximum force**: 3.1 eV/A
**HOMO**: -12.6345 eV

The geometry in XYZ format:
```
23
Properties=species:S:1:pos:R:3:forces:R:3:lowdin_charge:R:1
N -1.642831 -0.204370 1.475554 0.0858 0.3001 0.3252 0.143
C -2.218443 -0.188633 0.106812 -0.2693 0.2396 -0.7533 -0.166
C -1.267389 0.441185 -0.899863 0.0660 -0.1301 0.1526 -0.250
C 0.025870 -0.351936 -1.111478 0.5120 0.2200 0.3066 -0.336
Si 1.445116 -0.112684 0.183867 -0.5367 2.2817 0.5602 0.291
P 1.230737 -1.720272 1.768507 -0.2797 0.1459 -0.2771 0.639
P 3.454473 0.641897 -0.524411 0.1822 -0.3791 0.6474 0.590
C 0.994184 1.817220 1.391623 -0.2183 -2.7527 -1.3433 -0.212
O -0.083342 1.936363 1.930421 0.1232 0.4914 0.1554 -0.075
H -0.933516 -0.951456 1.569768 -0.2799 0.0875 0.0969 0.006
H -2.370713 -0.363187 2.175486 0.1755 -0.0126 -0.0263 0.171
H -1.140369 0.721603 1.693695 -0.1766 -0.4355 -0.0140 0.094
H -3.145141 0.387390 0.127157 0.0557 -0.1013 0.1769 0.136
H -2.454192 -1.211671 -0.192184 -0.0196 0.0275 0.1675 0.135
H -1.799989 0.495290 -1.851055 -0.0696 0.0318 0.0759 0.126
H -1.039296 1.465034 -0.601271 -0.1086 0.0938 -0.0495 0.105
H 0.443822 -0.043057 -2.069681 0.1492 -0.0146 -0.0251 0.069
H -0.214213 -1.412621 -1.217242 0.1150 -0.1144 0.0377 0.074
H 1.920822 -1.017844 2.738261 0.2753 0.3791 0.5215 -0.143
H 2.334822 -2.457538 1.388320 0.3971 -0.5329 -0.2835 -0.147
H 2.879297 1.700576 -1.227552 -0.3502 0.3662 -0.1490 -0.154
H 3.535023 -0.153295 -1.661007 0.0657 -0.4200 -0.3977 -0.165
H 1.763987 2.594445 1.475773 0.1058 0.2286 0.0949 0.069
```
Positions in Å, forces in eV/Å.

***

# C29H23GeHgN2O2

A structure of composition C29H23GeHgN2O2 (the ωB97M-V functional and the def2-TZVPD basis, the OMol25 dataset).

Calculated values
**Orbital gap (alpha / beta)**: 4.42 / 5.39 eV
**Charge**: -2
**Spin multiplicity**: 2
**Maximum force**: 0.8 eV/A
**⟨S²⟩**: 0.7776
**HOMO (alpha / beta)**: 0.3548 / -0.6222 eV

The geometry in XYZ format:
```
58
Properties=species:S:1:pos:R:3:forces:R:3:mulliken_spin:R:1
Hg -2.119887 2.705742 -0.152622 0.7058 -0.3792 -0.2359 0.207
O -3.967482 0.408689 0.243295 0.0602 -0.1175 0.1638 -0.005
C -3.864249 -0.600682 0.984555 -0.1106 -0.0261 -0.0798 0.008
C -4.535789 -1.840081 0.655875 -0.0429 0.0152 0.1041 -0.003
C -4.402352 -2.993055 1.392023 0.0121 0.1001 0.1149 0.001
C -3.589637 -3.029546 2.533609 -0.0238 -0.0114 -0.0782 -0.001
C -2.944306 -1.857624 2.902768 -0.0481 0.0831 -0.0673 0.001
C -3.059185 -0.662237 2.190121 -0.0281 -0.0608 0.0986 0.003
C -2.365979 0.522025 2.719070 -0.0889 0.0529 -0.0237 -0.012
N -2.774332 1.776209 2.741731 -0.0788 0.0078 0.2427 0.003
C -1.837363 2.473634 3.470312 -0.0504 -0.0744 -0.1205 0.003
C -0.837948 1.646651 3.882797 -0.0634 -0.0102 0.0119 0.001
N -1.189844 0.403027 3.408304 0.1302 0.0015 0.0003 -0.006
H -5.156828 -1.816090 -0.233621 0.0144 -0.0015 -0.0072 0.000
H -4.932373 -3.891904 1.085820 -0.0050 0.0075 -0.0291 0.000
H -3.482981 -3.933570 3.120774 0.0140 0.0063 -0.0038 0.000
H -2.346276 -1.863221 3.810356 0.0009 0.0195 0.0173 0.000
H -1.934969 3.536644 3.630509 0.0384 -0.0475 -0.0293 -0.002
H 0.072070 1.820293 4.431609 -0.0024 -0.0037 -0.0624 0.001
H -0.601117 -0.409886 3.397489 -0.0318 -0.0312 -0.0392 0.002
O -2.691866 5.381397 1.662901 0.2865 0.0337 0.3775 0.048
C -3.245513 5.036491 0.732330 -0.5218 0.2936 -0.2719 0.060
C 0.249391 2.256643 0.211441 -0.4560 -0.0795 0.0565 0.735
Ge 0.891272 0.729888 -0.711775 0.2379 -0.0769 -0.1888 -0.035
C 0.275476 -1.170142 -0.854701 -0.0506 0.0565 0.0197 0.026
C -1.045493 -1.526263 -0.582118 0.0669 0.0516 0.0030 -0.018
C -1.483550 -2.839130 -0.726614 0.0375 -0.1183 -0.0587 -0.006
C -0.600920 -3.821656 -1.157696 0.0919 0.1098 -0.0085 -0.001
C 0.723649 -3.488605 -1.428827 -0.0440 0.0402 0.0194 0.001
C 1.154414 -2.175464 -1.271391 -0.0747 -0.0322 0.0405 0.002
C 2.757063 0.404257 -0.027151 -0.0047 0.0966 0.0875 0.042
C 2.953418 -0.396883 1.101393 0.0497 -0.0246 -0.0324 0.036
C 4.198058 -0.513823 1.710018 -0.0078 0.0300 -0.0390 -0.008
C 5.290888 0.175641 1.196485 -0.0436 0.0004 -0.0254 0.010
C 5.121829 0.974246 0.072204 -0.0369 -0.0244 -0.0077 -0.007
C 3.869634 1.086146 -0.524783 -0.0003 -0.0619 0.0053 0.001
C 1.208298 1.224707 -2.618949 -0.0171 0.1201 -0.0212 -0.007
C 1.476159 2.571725 -2.889520 -0.0283 -0.0072 -0.0395 -0.008
C 1.744126 3.012668 -4.181108 -0.0003 -0.0627 0.0058 -0.003
C 1.739681 2.112293 -5.240901 -0.0175 -0.0388 0.0613 0.000
C 1.452018 0.775077 -4.996078 0.0090 0.0377 0.0377 -0.001
C 1.189651 0.341238 -3.699150 0.0391 0.0329 -0.0008 0.004
H 0.085847 1.949510 1.261469 0.0542 0.0622 0.0218 -0.065
H -1.745004 -0.767617 -0.247044 0.0157 0.0146 -0.0845 -0.005
H -2.512077 -3.088535 -0.495723 0.0488 0.0483 0.0098 0.000
H -0.939171 -4.844854 -1.280644 -0.0101 -0.0088 0.0214 0.000
H 1.419224 -4.253494 -1.760109 0.0088 0.0032 0.0042 0.000
H 2.194089 -1.926626 -1.469318 -0.0312 -0.0200 -0.0153 -0.002
H 2.109983 -0.949166 1.507872 0.0223 0.0145 0.0095 -0.002
H 4.318913 -1.138580 2.589015 -0.0155 -0.0114 -0.0059 -0.001
H 6.264019 0.092120 1.668205 -0.0040 -0.0045 0.0012 0.001
H 5.969271 1.515147 -0.336957 -0.0129 0.0037 -0.0076 -0.001
H 3.751570 1.717203 -1.400717 0.0204 0.0105 0.0320 0.001
H 1.443501 3.274583 -2.060852 -0.0005 -0.0325 -0.0219 0.000
H 1.949763 4.062286 -4.364869 -0.0088 -0.0043 0.0108 0.000
H 1.947710 2.450550 -6.250491 -0.0075 0.0057 0.0025 0.000
H 1.427451 0.067655 -5.818799 -0.0019 0.0000 0.0087 0.000
H 0.958056 -0.705650 -3.531825 0.0055 0.0119 0.0157 -0.001
```
Positions in Å, forces in eV/Å.

***

# C10H20NO

A cluster of 2 separate species, C10H20NO in total at a distorted geometry (the ωB97M-V functional and the def2-TZVPD basis, the OMol25 dataset).

Calculated values
**Orbital gap**: 9.53 eV
**Charge**: +1
**Maximum force**: 6.0 eV/A
**HOMO**: -12.4241 eV

The geometry in XYZ format:
```
32
Properties=species:S:1:pos:R:3:forces:R:3:lowdin_charge:R:1
C -1.579070 2.251342 0.955195 -0.2509 5.7205 1.9416 0.028
C 3.289605 -1.063981 -0.458404 -0.3966 0.5398 -0.2202 -0.122
C 2.730382 -0.471597 0.595560 0.0371 -0.8511 -1.1696 -0.072
C -1.495369 1.133061 0.385017 3.9351 -2.8646 0.5405 -0.081
C 4.518486 -1.898958 -0.388591 -0.6202 0.2166 1.7933 -0.068
C -3.284824 0.824687 -1.204237 -0.6219 2.0324 0.7480 -0.049
C -1.090417 -0.284235 -1.640389 -0.5499 4.8891 0.2016 -0.027
C -2.497611 -1.095047 0.233713 -1.8874 0.4719 -4.1736 -0.012
C 0.382619 0.303676 1.332242 -3.5888 -0.6486 -1.4195 -0.144
C -2.072404 0.188005 -0.532433 -0.0674 -2.7616 -1.7818 -0.621
N 1.676386 0.502890 0.510804 -2.5603 -1.4571 0.9362 0.104
O 0.385331 1.095405 2.461662 2.9657 -0.1605 -1.7586 -0.011
H -2.289640 3.103993 0.690796 0.3727 -1.6400 0.1467 0.118
H -0.867357 2.708489 1.752703 -0.9335 -1.4188 -1.4166 0.114
H 3.056841 -0.821841 -1.490872 -0.8155 0.2710 0.1212 0.121
H 2.952656 -0.647077 1.611974 0.6054 -0.4042 0.8810 0.129
H 4.356768 -2.977663 -0.667965 0.4778 1.2976 -0.0138 0.114
H 4.771567 -1.780035 0.692641 0.6492 -0.7954 -0.8720 0.091
H 5.193210 -1.277286 -0.989848 0.4915 -1.0031 -0.0148 0.097
H -2.906894 1.639605 -1.877689 -0.3903 0.1949 1.3152 0.104
H -3.961535 0.393890 -1.942817 0.3481 -1.4859 0.4718 0.092
H -3.914617 1.116729 -0.290299 0.4634 0.4243 -1.7739 0.121
H -1.597471 -0.944130 -2.247129 -0.8348 -1.4700 -1.4838 0.064
H -0.825845 0.674753 -2.203211 -0.3975 -1.2723 0.1264 0.120
H -0.166100 -0.632720 -1.341988 1.7839 -1.3254 1.0893 0.033
H -1.713767 -1.434545 0.800697 1.6271 -1.3635 1.2539 0.033
H -2.915600 -1.814774 -0.595912 1.0957 0.9483 1.8734 0.146
H -3.321445 -0.801588 0.801122 -1.3512 0.0521 1.4359 0.064
H 0.196931 -0.788786 1.429724 0.3548 0.8643 0.3388 0.134
H 1.358669 0.711997 -0.403754 -0.0226 0.4299 -1.3081 0.147
H 1.920804 1.291330 0.999551 1.5988 3.1906 0.7856 0.135
H -0.290287 0.794410 3.022135 -1.5175 -0.6213 1.4060 0.097
```
Positions in Å, forces in eV/Å.